1.
23
Properties=species:S:1:pos:R:3 method="wB97M-V/def2-TZVPD" e_homo_ev=-9.0 lumo_ev=1.00 charge=0 smiles=Cc1ccccc1.CC
C 1.32 0.04 1.64
C 0.47 -1.14 1.27
C -0.24 -1.10 0.02
C -1.07 -2.10 -0.39
C -1.16 -3.31 0.37
C -0.62 -3.28 1.61
C 0.20 -2.22 2.07
H 0.77 0.76 2.24
H 1.84 0.39 0.76
H 2.19 -0.32 2.21
H -0.05 -0.24 -0.60
H -1.46 -1.99 -1.40
H -1.55 -4.15 -0.19
H -0.69 -4.11 2.31
H 0.68 -2.32 3.04
C -0.83 2.96 -1.90
C 0.68 3.27 -1.85
H -1.22 2.64 -2.86
H -1.01 2.12 -1.22
H -1.40 3.81 -1.54
H 1.17 2.92 -2.74
H 1.13 3.02 -0.90
H 0.83 4.36 -1.95



2.
23
Properties=species:S:1:pos:R:3 method="wB97M-V/def2-TZVPD" e_homo_ev=-9.0 lumo_ev=1.03 charge=0 smiles=Cc1ccccc1.CC
C 0.57 2.61 0.64
C 0.16 1.20 0.95
C -1.08 0.68 0.56
C -1.45 -0.58 1.00
C -0.62 -1.42 1.71
C 0.62 -0.90 2.07
C 1.02 0.34 1.63
H 0.48 3.20 1.52
H 0.01 3.08 -0.16
H 1.63 2.58 0.40
H -1.73 1.29 -0.06
H -2.47 -0.88 0.81
H -0.91 -2.40 2.07
H 1.36 -1.50 2.59
H 1.99 0.79 1.82
C -0.59 -1.32 -2.44
C 0.70 -0.68 -1.93
H -0.42 -2.39 -2.58
H -1.43 -1.22 -1.75
H -0.92 -0.88 -3.39
H 0.66 0.39 -1.86
H 1.48 -0.92 -2.65
H 0.95 -1.08 -0.95



3.
23
Properties=species:S:1:pos:R:3 method="wB97M-V/def2-TZVPD" e_homo_ev=-9.2 lumo_ev=0.99 charge=0 smiles=Cc1ccccc1.CC
C -1.52 0.78 -2.52
C -0.86 -0.26 -1.73
C -1.48 -1.44 -1.29
C -0.84 -2.38 -0.49
C 0.58 -2.20 -0.29
C 1.19 -1.06 -0.76
C 0.39 -0.08 -1.35
H -0.95 1.50 -3.14
H -2.33 1.54 -2.09
H -1.98 0.28 -3.56
H -2.46 -1.51 -1.43
H -1.38 -3.20 -0.09
H 1.16 -3.01 0.24
H 2.23 -0.95 -0.54
H 0.91 0.90 -1.59
C 0.40 1.01 2.06
C 1.43 1.76 3.03
H 0.06 1.76 1.34
H 0.94 0.17 1.61
H -0.25 0.50 2.79
H 1.96 1.02 3.51
H 0.67 2.34 3.68
H 2.12 2.52 2.62



4.
23
Properties=species:S:1:pos:R:3 method="wB97M-V/def2-TZVPD" e_homo_ev=-9.1 lumo_ev=1.03 charge=0 smiles=Cc1ccccc1.CC
C -1.43 2.60 0.76
C -0.15 1.92 0.38
C 0.30 0.82 1.09
C 1.47 0.17 0.74
C 2.23 0.64 -0.33
C 1.80 1.76 -1.03
C 0.60 2.36 -0.71
H -2.30 2.18 0.25
H -1.41 3.68 0.53
H -1.59 2.61 1.84
H -0.25 0.38 1.92
H 1.75 -0.73 1.26
H 3.18 0.17 -0.56
H 2.44 2.10 -1.83
H 0.26 3.19 -1.32
C -0.93 -3.34 -1.03
C -0.83 -2.61 0.32
H 0.03 -3.80 -1.28
H -1.70 -4.09 -1.08
H -1.05 -2.65 -1.86
H -1.16 -1.58 0.23
H 0.20 -2.65 0.64
H -1.44 -3.12 1.07



5.
23
Properties=species:S:1:pos:R:3 method="wB97M-V/def2-TZVPD" e_homo_ev=-9.0 lumo_ev=1.03 charge=0 smiles=Cc1ccccc1.CC
C -1.42 2.04 -1.94
C -0.50 1.01 -1.37
C -0.60 -0.31 -1.75
C 0.29 -1.27 -1.28
C 1.33 -0.90 -0.44
C 1.44 0.44 -0.09
C 0.56 1.41 -0.54
H -1.16 2.14 -3.01
H -1.36 3.00 -1.42
H -2.47 1.76 -1.89
H -1.39 -0.59 -2.45
H 0.14 -2.28 -1.63
H 1.94 -1.64 0.06
H 2.24 0.70 0.58
H 0.67 2.44 -0.27
C -0.11 -0.41 3.33
C -0.51 -1.78 2.72
H -0.05 0.37 2.56
H -0.83 -0.10 4.08
H 0.88 -0.44 3.80
H -1.57 -1.93 2.94
H 0.12 -2.57 3.12
H -0.36 -1.75 1.64



6.
23
Properties=species:S:1:pos:R:3 method="wB97M-V/def2-TZVPD" e_homo_ev="-14.0 / -14.0" lumo_ev="-4.28 / -8.55" charge=+1 spin_multiplicity=2
C 0.97 -0.78 -2.67
C -0.97 -0.60 -0.90
C 0.11 -1.25 -1.48
C -1.52 -1.07 0.27
C -0.98 -2.18 0.91
C 0.71 -2.35 -0.82
C 0.15 -2.83 0.36
H -1.52 0.16 -1.34
H -2.33 -0.50 0.67
H 0.61 -1.25 -3.65
H 2.03 -1.07 -2.56
H -1.40 -2.49 1.84
H 1.54 -2.87 -1.28
H 0.55 -3.58 1.01
H 0.92 0.32 -2.79
C 0.02 2.23 1.09
C 0.28 3.32 2.12
H 0.83 1.90 0.52
H -0.37 1.29 1.39
H -0.53 2.66 0.25
H -0.72 3.71 2.48
H 0.56 4.32 1.73
H 1.07 2.91 2.85